# 1
ORCA calculation (wB97M-V/def2-TZVPD) on a structure of composition C39H41Cl2F2FeN6O2S2Sb in a non-equilibrium geometry.

```
96
Properties=species:S:1:pos:R:3:forces:R:3
Fe 0.53903 -0.00678 0.87565 0.4959 -0.2429 -1.3951
S 0.50543 -0.61866 3.14211 -0.1812 0.5938 -0.2098
C 1.58263 0.61007 3.69873 0.0868 -0.1801 0.5836
N 1.82952 0.77659 4.96756 -0.5377 0.0845 -0.1674
N 2.51266 1.89516 5.38577 0.5828 0.0638 -0.4144
C 2.31165 3.23991 5.08593 -0.1997 -0.3071 0.0730
C 1.20739 3.72703 4.37502 0.0508 -0.1290 -0.0153
C 1.04395 5.08991 4.20619 0.0410 0.0717 -0.0144
C 1.95690 6.00133 4.72580 -0.0426 -0.0045 -0.0147
C 3.05031 5.51909 5.42937 -0.0019 -0.0786 0.0199
C 3.22832 4.15649 5.60867 0.0646 0.1275 -0.0061
N 2.31966 1.39287 2.80008 0.0045 0.1839 -1.3510
N 2.12518 1.22096 1.56715 0.1662 0.1302 1.3626
C 3.07528 1.99609 0.76961 -0.0335 -0.0918 0.0297
C 4.08934 2.73064 1.37917 -0.0611 -0.0479 0.1461
C 4.97952 3.45695 0.60909 0.0329 0.0080 -0.0526
C 4.87521 3.46300 -0.77591 -0.0307 -0.0266 0.0269
C 3.86567 2.73203 -1.38202 0.0164 0.0077 0.0044
C 2.97087 2.00322 -0.61444 -0.1180 -0.0431 0.0230
H 3.05866 1.71443 6.21050 -0.1742 -0.0243 0.0168
H 0.46758 3.04946 3.97278 0.0055 -0.0887 -0.0384
H 0.17874 5.44511 3.66014 -0.0056 -0.0079 -0.0055
H 1.81373 7.06491 4.59003 0.0062 0.0037 -0.0265
H 3.77715 6.20778 5.84260 0.0115 -0.0032 0.0089
H 4.08972 3.78767 6.15470 0.0045 0.0018 -0.0004
H 4.16930 2.72412 2.45642 0.0097 0.0078 -0.0123
H 5.76642 4.01740 1.09736 -0.0101 0.0174 0.0074
H 5.57356 4.03300 -1.37526 0.0089 -0.0009 0.0004
H 3.76558 2.71952 -2.45986 0.0010 0.0045 0.0010
H 2.18710 1.44314 -1.09810 0.0429 0.0641 -0.0032
S 3.02669 -1.30729 0.54750 0.1467 -0.2032 -0.1853
C 2.36925 -1.05864 -1.00616 -0.2287 0.0038 0.0479
C 3.02749 -1.35548 -2.21830 -0.0110 -0.0442 0.0560
C 2.41886 -1.07120 -3.41236 0.0304 0.0084 -0.0752
C 1.15008 -0.48348 -3.42439 -0.0554 -0.0288 0.0353
C 0.54395 -0.22949 -2.21708 -0.2223 -0.1056 0.0026
N 1.11904 -0.52078 -1.04437 0.4366 0.4121 0.3184
H 4.01328 -1.79560 -2.16704 0.0062 0.0023 0.0007
H 2.92341 -1.29465 -4.34539 0.0071 0.0102 0.0037
H 0.64814 -0.23069 -4.34542 -0.0700 0.0099 -0.0752
H -0.43269 0.22545 -2.14538 -0.0694 0.0262 -0.0157
Cl -1.70694 2.33411 -3.98179 -0.2077 -0.0156 0.1383
C -2.22163 0.82668 -4.66442 0.1609 -0.0750 0.0515
C -1.94316 0.62287 -6.01000 0.0146 0.0244 0.0394
C -2.10754 -0.62528 -6.57878 -0.0191 -0.0359 0.0479
C -2.53297 -1.68254 -5.78849 0.0544 -0.0063 -0.0860
C -2.85280 -1.45710 -4.46571 -0.1362 0.0346 -0.0146
Cl -3.42407 -2.79615 -3.51854 0.0375 -0.0037 0.0205
C -2.75720 -0.19126 -3.85805 -0.0855 -0.1182 -0.0796
N -3.13022 -0.07108 -2.52806 0.4256 0.1345 0.2419
C -3.92556 0.90093 -1.92064 -0.2535 -0.1996 -0.1719
C -4.59169 1.88430 -2.65104 0.1111 0.0374 -0.0036
C -5.36091 2.84383 -2.01223 0.0124 -0.0257 -0.0153
C -5.50475 2.81522 -0.63605 0.0043 -0.0309 0.0237
C -4.94277 1.76059 0.06987 0.0032 0.0749 0.0195
C -4.18504 0.77530 -0.54764 0.0917 0.0885 0.1640
C -3.78694 -0.44000 0.25336 0.0884 -0.0437 -0.1206
C -2.40381 -0.44750 0.93010 0.0047 -0.0931 0.0727
O -2.38368 -0.45275 2.14924 0.0039 0.0094 0.1155
O -1.37547 -0.50769 0.14726 0.2503 0.2877 0.2715
H -1.54842 1.44857 -6.58552 -0.0013 0.0080 0.0012
H -1.87976 -0.78058 -7.62420 0.0138 -0.0165 -0.0049
H -2.63089 -2.68006 -6.19287 -0.0232 -0.0003 -0.0003
H -2.71833 -0.74777 -1.89529 -0.0382 0.0991 -0.0693
H -4.52265 1.89244 -3.72781 0.1065 0.0388 -0.1136
H -5.85605 3.60603 -2.60095 0.0263 0.0154 -0.0082
H -6.07729 3.57583 -0.12197 -0.0245 -0.0134 0.0038
H -5.10812 1.67893 1.13767 -0.0022 -0.0133 0.0096
H -3.87547 -1.33557 -0.37319 0.0151 -0.0101 0.0361
H -4.49357 -0.54371 1.07390 -0.0500 -0.0674 -0.0544
C -2.77693 -3.96967 1.07613 0.0420 -0.0324 0.0462
C -1.40897 -4.26528 1.68676 -0.0685 0.1049 -0.1961
Sb 0.19062 -3.08597 0.80469 0.0810 -0.5639 0.2859
C 1.78704 -4.29966 1.65101 -0.1044 -0.0504 -0.0075
C 1.42041 -5.62679 2.31110 0.0901 0.0872 -0.0049
C 0.14990 -4.03891 -1.14530 -0.0034 -0.0263 0.0722
C 0.14541 -5.56353 -1.15499 -0.0123 0.0610 -0.0681
H -3.55342 -4.61750 1.49369 -0.0078 -0.0048 -0.0090
H -2.77486 -4.12138 -0.00754 -0.0007 0.0134 -0.0113
H -3.07404 -2.94023 1.27310 -0.0040 0.0097 0.0019
H -1.14891 -5.31730 1.57304 -0.0251 -0.0493 0.0440
H -1.40358 -4.02958 2.75250 -0.0111 -0.0185 0.0105
H 2.27353 -3.63830 2.36945 0.0369 0.0094 -0.0223
H 2.49591 -4.44571 0.83283 0.0443 0.0130 0.0283
H 0.74211 -5.47930 3.15245 -0.0262 -0.0090 0.0057
H 2.31329 -6.12757 2.69864 -0.0017 -0.0080 0.0064
H 0.93718 -6.31590 1.61758 -0.0264 -0.0139 -0.0133
H 1.02489 -3.64971 -1.67343 -0.0163 0.0181 -0.0283
H -0.73050 -3.64137 -1.65529 -0.0203 0.0219 -0.0659
H 1.04011 -5.96445 -0.67662 0.0118 -0.0081 0.0183
H 0.11587 -5.95835 -2.17565 -0.0018 -0.0135 -0.0013
H -0.72144 -5.96559 -0.62670 -0.0028 -0.0057 0.0196
F -0.70707 2.01462 1.46603 -0.1150 0.4787 -0.2797
C 0.00761 1.79882 0.27738 -1.0428 -0.0743 1.4358
F -0.89715 1.91586 -0.72479 0.1492 0.0198 -0.2739
H 0.67716 2.65558 0.19924 0.2455 -0.2282 -0.1979
```
Positions in Å, forces in eV/Å.

Values from the calculation:
HOMO level (alpha / beta): -4.214 / -4.238 eV
Spin multiplicity: 2
Orbital gap (alpha / beta): 5.7 / 5.7 eV
Charge: -1



# 2
ORCA calculation (wB97M-V/def2-TZVPD) on a structure of composition C39H41NO2P2Sn in a non-equilibrium geometry.

```
86
Properties=species:S:1:pos:R:3:forces:R:3
Sn 2.16011 -1.59228 -0.90948 -0.1273 1.4173 2.5121
C -2.72413 0.58527 5.63810 -0.5049 -0.4960 -0.3067
C -3.12083 0.33540 4.38303 0.2103 -0.4528 0.5587
C -3.58154 1.28757 3.32403 -0.2588 0.1434 -0.6578
C -2.43789 2.06988 2.63946 -0.0079 -0.4780 0.2988
C -1.59563 2.92412 3.53153 0.0301 0.7407 0.3107
C -1.93715 3.49105 4.69501 0.4565 0.0545 -0.1633
C -3.07683 3.14883 5.60996 -0.4816 0.2160 0.3700
C -2.87678 1.84349 6.42559 0.5078 0.7551 -0.0737
C 3.63117 -0.48997 0.29430 1.1410 -0.8788 0.5503
H -2.32516 -0.25447 6.21938 -0.3196 0.1413 -0.1838
H -3.15524 -0.71871 4.06929 0.4478 0.3128 0.2397
H -4.34738 1.98937 3.68051 0.1948 -0.4074 -0.2863
H -4.03169 0.67446 2.52495 -0.2551 0.3419 0.2378
H -1.75348 1.36451 2.14079 -0.1840 -0.0044 -0.0186
H -2.87919 2.70788 1.85558 0.1449 -0.1490 0.1065
H -0.59868 3.13368 3.13139 -0.3849 0.2909 0.0472
H -1.30762 4.29783 5.09358 0.2250 -0.6823 -0.1495
H -4.02854 3.09934 5.07175 0.1398 0.1565 0.3308
H -3.15765 3.96624 6.34678 -0.1698 -0.3041 -0.2995
H -1.97938 1.95376 7.05371 -0.2110 0.0519 -0.0950
H -3.72864 1.75210 7.12419 0.2863 -0.1577 -0.2547
H 3.95432 -1.14104 1.12111 -0.2930 0.3667 -0.3052
H 3.16559 0.44427 0.63058 -0.5697 -0.4870 -0.1312
H 4.47527 -0.26242 -0.36269 -0.1778 -0.2640 -0.0683
P -0.11890 -2.11080 -1.86813 -2.8268 -0.7392 0.4555
P 2.17187 0.45237 -2.52104 0.1987 1.2996 -1.2372
C -0.51141 -0.45281 -2.47497 1.0922 0.9688 -0.1927
C 0.42459 0.38964 -2.97484 -0.8703 -0.3030 -0.3075
C -0.41884 -3.21360 -3.30249 0.9571 -0.2385 -0.3224
C -1.46132 -2.89278 -4.18482 -0.0867 0.3357 0.0955
C -1.74073 -3.70885 -5.28062 0.0986 -0.0410 0.1911
C -0.97749 -4.85736 -5.50760 0.1211 0.0877 0.3180
C 0.08908 -5.16626 -4.65278 -0.0803 0.0969 0.0582
C 0.38394 -4.34129 -3.56368 -0.1728 0.2584 0.1384
C -1.41841 -2.46350 -0.62478 0.5074 0.0813 0.1954
C -1.65009 -1.50168 0.37532 -0.0577 0.0412 0.0807
C -2.63534 -1.70404 1.34456 0.1962 -0.1205 -0.4761
C -3.36018 -2.90306 1.35736 0.3033 0.1793 -0.1850
C -3.10375 -3.88044 0.38763 0.1753 0.0312 -0.3490
C -2.15138 -3.66248 -0.61945 0.0040 -0.2175 0.2103
C 2.92759 0.64750 -4.18748 0.4256 -0.4690 -0.3699
C 2.56570 -0.25000 -5.21366 -0.1292 0.3614 0.0934
C 2.77548 0.10024 -6.54939 0.1853 0.0348 0.1447
C 3.40665 1.31114 -6.87038 -0.1288 -0.0120 0.3519
C 3.87458 2.14384 -5.84738 0.0379 -0.3019 -0.0488
C 3.68105 1.78728 -4.51097 -0.2896 0.0980 0.1738
C 2.37796 2.11913 -1.74298 -0.0567 0.0407 0.3595
C 3.59846 2.52645 -1.16186 -0.1854 -0.3295 0.2748
C 3.66668 3.71685 -0.42865 -0.0224 -0.0898 -0.3815
C 2.59643 4.61855 -0.45984 -0.1589 -0.3552 -0.1730
C 1.42232 4.26667 -1.13339 0.1720 -0.0318 0.0296
C 1.28882 3.00161 -1.70935 0.0128 -0.2025 0.0092
H -1.58370 -0.20276 -2.49810 0.4156 -0.3936 -0.4663
H 0.17316 1.11329 -3.76547 -0.3218 0.1441 0.7687
H -2.04717 -1.98802 -4.02418 0.0031 -0.2899 -0.0840
H -2.56049 -3.44485 -5.95208 0.2783 -0.0906 0.2475
H -1.21462 -5.51333 -6.34720 0.1280 0.2276 0.2525
H 0.69033 -6.05759 -4.83573 -0.1417 0.2928 0.0672
H 1.23279 -4.55346 -2.91025 -0.2243 -0.1622 -0.2013
H -1.02935 -0.60843 0.40693 -0.2581 -0.0043 0.0980
H -2.82247 -0.92562 2.07977 0.1100 -0.2242 -0.1553
H -4.11727 -3.06571 2.13057 0.2929 -0.0129 -0.3275
H -3.65138 -4.82471 0.40870 0.1489 0.3370 -0.0774
H -1.97558 -4.41434 -1.39199 -0.1074 0.1483 0.2970
H 2.09420 -1.20087 -4.95846 -0.0915 0.2153 -0.1786
H 2.43629 -0.56344 -7.34594 0.1563 0.1497 0.2656
H 3.53444 1.60457 -7.91446 -0.0372 -0.1315 0.3549
H 4.37980 3.08295 -6.08460 -0.0802 -0.3959 0.0822
H 4.08679 2.41189 -3.71569 -0.2841 0.0308 -0.3013
H 4.49134 1.90328 -1.26910 -0.2745 0.1570 0.2485
H 4.56042 3.94637 0.15621 -0.1925 0.0004 -0.4280
H 2.68051 5.59125 0.02813 -0.0588 -0.3653 -0.0851
H 0.59610 4.97230 -1.19999 0.1575 -0.2041 0.1127
H 0.33522 2.69345 -2.13837 0.1999 0.3030 0.1545
O 1.02902 -1.49842 1.41636 0.6428 -0.8066 -2.6885
C 0.90755 -1.01936 2.57697 -0.1881 2.6952 2.4215
C 0.82540 -1.92993 3.81466 0.2328 -0.5063 -0.4011
C 0.85455 -0.96088 4.97019 0.0212 0.0450 0.1561
C 0.76146 0.41102 4.29093 -0.5688 1.2570 1.7671
O 0.61317 1.45453 4.92742 0.5446 -1.7301 -1.5304
N 0.84091 0.29366 2.90150 0.2869 -1.8693 -1.3901
H -0.09849 -2.52765 3.81290 0.3316 0.0683 -0.2851
H 1.69574 -2.59955 3.83631 -0.3557 -0.0753 -0.2150
H 0.02654 -1.12671 5.67396 0.3509 0.3137 -0.1652
H 1.80844 -1.03540 5.51330 -0.3773 0.1858 -0.0196
```
Positions in Å, forces in eV/Å.

Values from the calculation:
HOMO level (alpha / beta): -11.640 / -11.536 eV
Orbital gap (alpha / beta): 2.4 / 2.1 eV
Charge: +2



# 3
ORCA calculation (wB97M-V/def2-TZVPD) on a structure of composition C39H42As2IIrN5S2.

```
92
Properties=species:S:1:pos:R:3:forces:R:3
Ir -0.54198 1.53220 -0.28989 -0.1184 -0.7288 -0.0851
C -2.57471 4.96580 -1.13422 -0.0236 -0.1198 0.0945
As -0.82126 4.13024 -1.20901 0.0410 -0.1003 -0.2316
C 0.23833 5.54294 -0.41286 -0.0239 0.0091 0.1077
C -0.29973 4.15857 -3.06645 0.0455 0.1914 0.1342
C 0.11055 5.34549 -3.66612 0.0336 -0.0452 -0.0066
C 0.55876 5.33488 -4.98087 0.0051 0.0080 0.0130
C 0.60853 4.14455 -5.69129 -0.0055 -0.0365 0.0105
C 0.18033 2.96035 -5.10224 0.0018 0.0855 -0.0103
C -0.28385 2.97351 -3.79201 -0.0851 -0.2337 -0.1105
As -1.12326 1.42223 -3.01624 -0.0419 0.3674 -0.0895
C -0.76788 -0.02946 -4.24675 0.0238 -0.0774 0.0854
C -3.00030 1.76590 -3.36504 -0.0462 -0.1153 0.0603
H -2.46329 5.98399 -1.50394 -0.0140 0.0196 -0.0333
H -2.92619 5.00185 -0.10376 0.0014 0.0192 0.0185
H -3.29733 4.44290 -1.75437 -0.0048 0.0161 -0.0137
H -0.03220 6.47130 -0.91234 -0.0207 0.0261 -0.0055
H 1.30133 5.36299 -0.53521 0.0134 -0.0137 -0.0475
H -0.00904 5.63963 0.64318 -0.0084 -0.0004 -0.0024
H 0.09226 6.28227 -3.12497 0.0198 0.0104 -0.0052
H 0.88127 6.25780 -5.44411 -0.0129 -0.0063 -0.0054
H 0.97055 4.13620 -6.71085 0.0060 0.0025 0.0122
H 0.21071 2.04355 -5.67534 -0.0163 0.0046 -0.0232
H -1.18662 0.25151 -5.21193 0.0042 -0.0095 -0.0346
H -1.27183 -0.92515 -3.88907 -0.0075 -0.0034 0.0101
H 0.29851 -0.21907 -4.33832 0.0233 0.0321 -0.0039
H -3.11011 1.95735 -4.43148 -0.0035 0.0128 -0.0222
H -3.33995 2.63770 -2.81239 0.0119 -0.0063 -0.0194
H -3.60114 0.90011 -3.08917 0.0119 -0.0009 0.0022
S 0.67073 -0.50485 -1.26268 -0.1355 0.5067 0.0683
C 1.00251 -1.71502 -0.10415 0.0716 -0.0713 0.1025
N 1.22591 -2.95168 -0.45111 -0.0397 0.0239 0.0617
C 1.54469 -3.95681 0.57265 -0.0263 -0.1064 0.0384
C 2.43373 -3.33168 1.60722 0.0036 0.0726 0.0103
N 1.73941 -2.15692 2.17026 -0.0474 -0.1742 0.0070
C 1.89728 -1.92699 3.61359 0.0326 -0.1639 -0.0156
C 1.12664 -2.93143 4.46251 0.2405 0.0379 -0.0206
C -0.20729 -3.13972 4.29923 -0.3464 -0.2130 0.0764
C -0.91222 -4.08807 5.13246 0.1089 0.1034 -0.0984
C -0.24613 -4.82816 6.13445 -0.2859 0.0461 -0.1443
C 1.07974 -4.60711 6.32671 0.4234 0.2250 -0.1215
C 1.78188 -3.67447 5.48122 -0.0859 -0.1108 0.2137
C 1.02781 -1.37028 1.37417 -0.0695 0.1753 0.1219
S 0.15670 -0.04660 1.90960 -0.0906 0.0043 -0.0525
C 1.23610 -3.45492 -1.85207 0.1369 -0.1380 -0.1370
C 2.61687 -3.93499 -2.22307 -0.0560 0.0428 0.0434
C 2.84630 -5.28095 -2.47560 -0.0194 -0.0896 -0.0158
C 4.11852 -5.71311 -2.83040 -0.0481 -0.0551 -0.0022
C 5.15923 -4.80314 -2.92049 0.0466 0.0003 0.0186
C 4.93188 -3.45463 -2.67066 -0.0037 0.0630 0.0062
C 3.66259 -3.02048 -2.32332 0.0469 0.0714 0.0199
H 2.05164 -4.78667 0.08416 0.0230 0.0401 -0.0479
H 0.61462 -4.32380 1.01513 -0.0301 -0.0052 -0.0479
H 3.39082 -3.02734 1.17800 0.0243 0.0165 0.0049
H 2.62817 -4.04275 2.40736 -0.0241 0.0242 0.0468
H 1.56750 -0.91534 3.83516 -0.0085 0.0451 0.0560
H 2.96178 -1.99382 3.84258 0.0192 0.0187 -0.0401
H -0.76060 -2.59857 3.54086 -0.1260 -0.0581 0.0282
H -1.97917 -4.21720 4.98414 0.0237 0.0112 -0.0578
H -0.78474 -5.54543 6.73893 -0.0692 0.0470 -0.0011
H 1.61683 -5.12587 7.11121 0.0959 0.0278 -0.0678
H 2.84895 -3.54192 5.63456 -0.0363 -0.0205 0.0360
H 0.90026 -2.65734 -2.50364 -0.0690 0.0674 0.0093
H 0.51733 -4.27503 -1.90103 -0.0222 0.0148 0.0796
H 2.03148 -5.99593 -2.41844 0.0211 0.0229 -0.0176
H 4.29156 -6.75872 -3.04749 -0.0041 0.0079 0.0247
H 6.15061 -5.14290 -3.18852 -0.0127 0.0130 -0.0375
H 5.74120 -2.74301 -2.76858 -0.0054 -0.0143 0.0262
H 3.48193 -1.96244 -2.14865 0.0130 -0.0299 -0.0300
N -3.33226 -3.26226 2.43498 0.0026 0.0910 0.0092
C -3.66926 -2.31191 1.88405 0.0180 -0.0228 -0.0135
C -3.85748 -1.04904 1.21595 -0.0239 -0.0498 0.0452
C -5.00747 -0.26817 1.27440 -0.0240 -0.0715 0.0027
C -4.97141 0.98286 0.67557 -0.0291 0.0161 -0.0169
C -3.79238 1.42663 0.10320 0.0809 -0.0373 0.0074
N -2.67875 0.67311 0.06069 -0.0748 0.2125 -0.0288
C -2.73821 -0.55647 0.56462 -0.0785 0.0366 -0.0479
H -5.90206 -0.62815 1.76659 0.0127 0.0114 0.0076
H -5.84622 1.61877 0.66919 0.0128 -0.0034 0.0072
H -3.72361 2.41465 -0.33516 0.0086 -0.0001 0.0116
H -1.86483 -1.17663 0.46167 0.1434 -0.0071 0.0417
I 2.07471 2.67339 0.68441 0.1100 0.1612 0.1252
C 0.57172 3.31978 2.01099 0.1305 -0.0457 -0.1097
C 0.87737 4.09870 3.10699 -0.0736 0.0422 0.0690
C -0.18434 4.53404 3.89327 0.0508 -0.0084 -0.0176
C -1.47989 4.17075 3.54953 -0.0027 0.0338 0.0330
C -1.67895 3.37548 2.43719 -0.0582 -0.0690 -0.0591
N -0.66299 2.95163 1.67058 0.2971 -0.0543 0.0252
H 1.89959 4.36739 3.33523 -0.0132 0.0095 -0.0001
H 0.00389 5.15558 4.75966 -0.0112 -0.0038 -0.0112
H -2.32713 4.50114 4.13533 0.0167 -0.0143 -0.0112
H -2.67353 3.06269 2.14187 0.0264 -0.0130 -0.0111
```
Positions in Å, forces in eV/Å.

Values from the calculation:
HOMO level (alpha / beta): -16.946 / -17.383 eV
Spin multiplicity: 6
Orbital gap (alpha / beta): 5.9 / 3.5 eV
Charge: +4



E list, top to bottom, in eV: -147218.9811; -71081.9785; -202821.8529
Relative energy (zero: lowest compared OMol25 entry of this formula, charge and spin) list, top to bottom, in kcal/mol: 13.8; 0.0; 6.2